# 1
Below is a cluster of 2 separate species, C2H8BNO2 in total, with properties calculated with ωB97M-V/def2-TZVPD.

Results
Orbital gap, eV: 9.5
E_tot, Ha: -311.073940
Net charge: 0

Cartesian coordinates (Å):
1 H -2.5448 -0.5256 0.0541
2 C 2.4503 0.4764 -0.1939
3 H 0.4266 -1.7404 -0.6537
4 H 3.2312 1.1046 -0.5628
5 B 0.0212 0.4097 -0.0346
6 O 1.1792 1.1017 -0.1294
7 H -2.6718 0.7800 1.1670
8 H -0.7037 -2.0505 0.5027
9 H 2.8794 0.1975 0.8184
10 N 0.2583 -1.7311 0.3570
11 O -1.2131 0.8541 -0.2921
12 H -3.1968 1.0640 -0.4045
13 C -2.5211 0.5121 0.1277
14 H 2.4050 -0.4524 -0.7559

Atoms 1-6, force components in eV/Å:
H -0.965 -1.843 -0.332
C 0.801 -1.519 1.829
H -0.184 -0.761 0.017
H -0.126 0.898 -0.821
B 0.042 -3.069 0.707
O -0.713 -0.223 -0.060

Atom charges from the natural (NBO) analysis, given in e for atoms 1 to 5:
1 H 0.185
2 C -0.242
3 H 0.324
4 H 0.190
5 B 1.274


# 2
Below is an isolated molecule of C8H7N3, with properties calculated with ωB97M-V/def2-TZVPD.

Results
Orbital gap, eV: 7.8
SMILES: Nc1ccc2ncncc2c1
E_tot, Ha: -473.196424
Net charge: 0

Cartesian coordinates (Å):
1 N 0.1249 1.3709 -3.1080
2 C -0.0877 0.9698 -1.8698
3 C 1.4488 -1.1008 0.8036
4 H 1.2723 1.8759 -3.0344
5 H -2.7349 0.9548 0.5538
6 C -1.7169 0.7271 0.0173
7 C 1.0150 0.5296 -1.0516
8 N -0.8393 -0.5520 2.0424
9 H -0.2187 -1.8363 3.5736
10 C 0.6325 -0.1889 0.1286
11 C -0.6303 -0.1199 0.7319
12 H 2.0989 0.5537 -1.4359
13 C -1.2626 1.2459 -1.2016
14 C 0.0785 -1.4725 2.4347
15 N 1.1560 -1.9109 1.8166
16 H -0.6920 2.0714 -3.1858
17 H 2.2199 -1.2706 0.1662
18 H -1.9007 1.7520 -1.8531

Atoms 1-6, force components in eV/Å:
N 2.528 4.416 -2.209
C 4.918 -1.864 5.632
C -1.159 -0.778 -0.150
H -4.826 -1.578 -1.088
H 2.259 -0.463 -1.363
C 2.081 -0.795 1.148

Atom charges from the natural (NBO) analysis, given in e for atoms 1 to 5:
1 N -0.748
2 C 0.158
3 C 0.106
4 H 0.386
5 H 0.250


# 3
Below is a cluster of 2 separate species, CH6OS2 in total, with properties calculated with ωB97M-V/def2-TZVPD.

Results
Orbital gap, eV: 9.9
SMILES: CO.SS
E_tot, Ha: -913.279175
Net charge: 0

Cartesian coordinates (Å):
1 H 4.5012 -4.8684 2.0472
2 S -1.3536 3.0708 -0.3588
3 H 3.0282 -4.0156 2.4774
4 H -0.3520 2.4526 0.2845
5 S -2.4515 1.4049 -0.9022
6 H 4.4080 -3.1303 1.7613
7 C 3.8394 -4.0635 1.7416
8 H -3.0899 1.2392 0.2589
9 H 2.8050 -3.7005 0.1208
10 O 3.3994 -4.3855 0.4335

Atoms 1-6, force components in eV/Å:
H 0.090 -0.043 0.019
S -0.141 -0.074 -0.035
H -0.039 0.067 -0.173
H 0.043 -0.047 -0.055
S 0.269 0.150 -0.013
H -0.040 0.038 0.037

Atom charges from the natural (NBO) analysis, given in e for atoms 1 to 5:
1 H 0.183
2 S -0.125
3 H 0.160
4 H 0.123
5 S -0.121


# 4
Below is an isolated molecule of C13H8ClNO2S2, with properties calculated with ωB97M-V/def2-TZVPD.

Results
Orbital gap, eV: 8.5
SMILES: O=C(CSc1nc2cc(Cl)ccc2s1)c1ccco1
E_tot, Ha: -1961.992464
Net charge: 0

Cartesian coordinates (Å):
1 H -0.1731 3.0465 -0.2734
2 C -1.0603 -2.7979 1.8997
3 N 0.2384 0.3738 -0.6263
4 C 2.2873 2.0272 -3.1223
5 S 1.8097 -0.6689 -2.4212
6 Cl 0.8224 5.3865 -1.5615
7 O -0.4431 -3.8336 1.8411
8 H -1.9215 -1.5598 0.3524
9 C -1.9679 -2.4494 2.9891
10 C -2.7402 -1.3280 3.2154
11 H -3.2525 -3.3514 5.7342
12 H 2.4838 4.1291 -3.4584
13 S 0.2261 -2.2973 -0.4436
14 H -4.0962 -0.8923 4.9222
15 C -0.9552 -1.7317 0.8271
16 C 0.6689 -0.7518 -1.0715
17 C -2.9999 -2.7840 4.8595
18 C 2.0156 3.3577 -2.8686
19 C 1.1348 3.7114 -1.8479
20 H -0.5800 -0.7888 1.2241
21 H -2.8149 -0.4615 2.5910
22 O -2.1410 -3.3253 4.0045
23 H 2.9674 1.7432 -3.9090
24 C 1.6680 1.0658 -2.3441
25 C -3.4093 -1.5501 4.4312
26 C 0.7742 1.4252 -1.3095
27 C 0.5065 2.7672 -1.0610

Atoms 1-6, force components in eV/Å:
H -0.074 0.068 0.083
C 0.019 0.138 -0.148
N -0.446 -0.347 0.503
C -0.007 -0.015 0.013
S -0.299 0.178 0.337
Cl -0.045 0.256 0.040

Atom charges from the natural (NBO) analysis, given in e for atoms 1 to 5:
1 H 0.237
2 C 0.521
3 N -0.515
4 C -0.197
5 S 0.385


# 5
Below is an isolated molecule of C4H6O2S2, with properties calculated with ωB97M-V/def2-TZVPD.

Results
Orbital gap, eV: 8.6
SMILES: O=C[C@@H](S)COC=S
E_tot, Ha: -1102.778667
Net charge: 0

Cartesian coordinates (Å):
1 H 0.7610 -2.0952 1.5077
2 C 0.5253 -1.3315 0.6552
3 H 0.3863 1.9768 -0.3464
4 C 0.4978 0.1903 0.8850
5 S 2.3242 0.6571 0.8311
6 H -0.8569 -0.7985 -1.6083
7 O 0.3022 -1.7302 -0.4994
8 C -0.0395 0.8568 -0.3801
9 H 2.3026 1.9082 1.4100
10 H 0.3318 0.3751 -1.2859
11 C -1.7696 -0.3710 -1.1564
12 S -3.3146 -0.8439 -1.3048
13 O -1.4347 0.8188 -0.4625
14 H -0.0159 0.3872 1.7548

Atoms 1-6, force components in eV/Å:
H -0.403 1.402 -1.212
C -0.209 -1.368 -1.816
H -1.455 -2.308 -0.285
C 2.398 -1.107 -2.897
S -0.359 0.212 0.921
H -1.323 0.053 -0.011

Atom charges from the natural (NBO) analysis, given in e for atoms 1 to 5:
1 H 0.165
2 C 0.422
3 H 0.207
4 C -0.420
5 S -0.049


# 6
Below is a cluster of 2 separate species, C4H10N2O2 in total, with properties calculated with ωB97M-V/def2-TZVPD.

Results
Orbital gap, eV: 8.0
SMILES: C/C=C\N.NC(=O)O
E_tot, Ha: -418.344103
Net charge: 0

Cartesian coordinates (Å):
1 H 0.0025 0.5414 -2.7453
2 O -0.2386 -0.2753 2.6289
3 C 0.4499 -0.0715 -1.9548
4 C 0.3236 -0.3063 1.5377
5 O 1.3930 0.5498 1.2932
6 H -1.5419 2.1716 0.6469
7 H 0.9494 -0.9281 -2.4105
8 H -0.1555 2.0543 -0.2375
9 H 1.1994 0.5384 -1.4463
10 H 1.3356 1.1958 2.0162
11 C -0.6215 -0.5068 -1.0179
12 H -1.0601 -1.4837 -1.1846
13 N -1.1176 1.7363 -0.1670
14 C -1.1806 0.3311 -0.0653
15 H -2.1075 -0.0051 0.3924
16 H 0.0974 -2.3273 1.2208
17 N 0.6531 -1.5482 0.8891
18 H 1.6194 -1.6664 0.6042

Atoms 1-6, force components in eV/Å:
H 0.111 0.011 -0.044
O -0.843 0.768 -2.095
C -0.020 -0.043 0.080
C 3.820 -3.212 2.719
O -1.353 0.466 -0.388
H 0.200 -0.002 -0.114

Atom charges from the natural (NBO) analysis, given in e for atoms 1 to 5:
1 H 0.231
2 O -0.626
3 C -0.679
4 C 0.895
5 O -0.724